This record from the Open Molecules 2025 dataset describes a structure of composition C23H15Br2N4O4Ta in a non-equilibrium geometry. The level of theory is the ωB97M-V functional and the def2-TZVPD basis.

Properties
Kohn-Sham gap   6.327 eV
Charge   +2
Relative energy (zero: lowest compared OMol25 entry of this formula, charge and spin)   0.337 eV
E_HOMO   -0.5165 Eh

```
49
Properties=species:S:1:pos:R:3:forces:R:3:nbo_charge:R:1
Ta -0.432 0.474 0.275 0.3740 0.5640 -0.8917 2.309
O -2.599 -3.017 0.695 0.0741 0.3083 -0.3179 -0.429
C -2.230 -1.924 0.384 -0.5034 -0.5669 -0.6381 0.640
N -1.467 -1.043 1.156 0.0524 -0.0188 -0.2808 -0.858
C -1.450 -1.326 2.532 0.1982 0.0717 1.0547 0.659
O -1.866 -2.311 3.064 0.1683 0.3942 -0.0580 -0.430
C -0.852 -0.179 3.300 -0.1573 -0.2433 0.7814 0.104
C -0.788 -0.212 4.688 0.0279 0.0202 -0.3611 -0.166
C -0.211 0.863 5.350 -0.0278 -0.0008 -0.2605 -0.101
C 0.291 1.917 4.597 -0.1021 -0.1265 -0.1747 -0.211
C 0.177 1.872 3.217 0.1935 0.4233 0.1476 0.082
N -0.399 0.853 2.582 -0.4236 -0.4125 -1.0365 -0.504
C -2.598 -1.303 -0.940 -0.5499 -0.5542 -0.1428 0.129
C -3.487 -1.955 -1.783 0.2604 0.1813 0.1534 -0.176
C -3.850 -1.343 -2.975 0.1813 0.1440 0.1702 -0.089
C -3.293 -0.105 -3.277 0.0655 -0.0353 0.2414 -0.220
C -2.400 0.469 -2.386 0.0571 0.4741 -0.4586 0.071
N -2.060 -0.103 -1.224 0.4152 -0.3277 0.4884 -0.567
H -1.184 -1.069 5.215 0.0001 -0.0240 -0.0661 0.276
H -0.156 0.879 6.429 0.0260 -0.0056 0.0549 0.258
H 0.759 2.767 5.067 0.0330 0.0740 -0.0008 0.259
H 0.559 2.673 2.598 0.0375 0.0368 0.0319 0.216
H -3.875 -2.919 -1.486 0.0155 -0.0112 0.0636 0.281
H -4.548 -1.819 -3.646 -0.0478 -0.0173 -0.0635 0.261
H -3.547 0.417 -4.188 0.0329 0.0396 -0.0225 0.264
H -1.930 1.417 -2.617 -0.0645 -0.0569 0.0147 0.230
Br 3.933 0.528 2.369 0.1976 -0.0576 -0.1032 0.151
C 3.709 -0.132 0.624 -1.3866 0.4007 0.0778 -0.063
C 4.770 -0.655 -0.123 0.2219 -0.2670 -0.5271 -0.246
C 4.563 -1.137 -1.397 0.1575 0.0382 0.2447 -0.033
Br 6.027 -1.805 -2.381 -0.1843 0.1007 0.1836 0.166
C 3.259 -1.158 -1.971 -0.1467 0.1967 0.3820 -0.138
C 2.934 -1.679 -3.235 -0.2894 0.0314 0.0028 -0.052
C 1.621 -1.677 -3.644 0.2345 0.0371 0.1092 -0.254
C 0.640 -1.143 -2.804 -0.1249 -0.0526 -0.1011 0.105
N 0.910 -0.634 -1.617 -0.8890 0.5072 1.0130 -0.523
C 2.194 -0.632 -1.197 0.7620 0.0529 0.2709 0.208
C 2.428 -0.078 0.090 2.4656 -1.0963 -1.2983 0.193
O 1.372 0.413 0.707 -0.8749 0.3097 0.8595 -0.684
H 5.761 -0.682 0.308 -0.0041 0.0344 0.0091 0.270
H 3.717 -2.077 -3.865 0.0014 -0.0476 -0.0322 0.261
H 1.336 -2.086 -4.599 -0.0448 -0.0010 -0.0876 0.256
H -0.392 -1.131 -3.125 -0.1149 -0.0260 0.0160 0.208
C -1.030 3.996 0.100 0.0699 0.2089 0.0307 -0.745
C -0.667 2.584 -0.110 -0.5423 0.6196 1.3262 0.312
O -0.191 2.127 -1.132 0.2060 -0.9999 -0.8256 -0.517
H -0.328 4.665 -0.402 0.0361 -0.1230 -0.0216 0.282
H -1.127 4.261 1.149 -0.0082 -0.1139 0.0473 0.264
H -2.005 4.157 -0.372 -0.0788 -0.0831 -0.0047 0.295
```
Forces are in eV/Å.